[1]
The following is a DFT calculation (the ωB97M-V functional and the def2-TZVPD basis) of C27H41Cl3CuN3O3Si as an isolated structure in a non-equilibrium geometry.

Last column: Löwdin spin population.
Element x y z (Å)
1 C -2.072089 6.837598 -0.450494  0.000
2 C -1.751325 7.372755 -1.806909  0.000
3 H -1.473171 7.324951 0.325851  0.000
4 H -1.904718 5.757491 -0.406109  0.000
5 H -3.123714 7.028889 -0.203526  0.000
6 C -1.537176 8.685716 -2.021796  0.000
7 C -1.558938 9.748052 -0.965419  0.000
8 H -1.392476 9.058611 -3.037890  0.000
9 H -0.970079 9.451359 -0.079599  0.000
10 H -2.586084 9.988871 -0.638053  0.000
11 H -1.127794 10.682354 -1.359372  0.000
12 Cu -1.731432 3.135242 -3.661071  0.001
13 Cl -0.708568 1.308800 -4.164628  0.000
14 Cl -3.672822 3.678713 -2.986810  0.000
15 H 2.807181 -2.290426 -1.315057  0.000
16 H 0.639732 -4.078572 -0.628987  0.000
17 C 2.467949 -1.988773 -0.314989  0.000
18 C 0.408571 -3.298728 0.117008  0.000
19 N 1.021619 -2.031410 -0.244621  0.000
20 H 2.813207 -0.965799 -0.122001  0.000
21 C 0.362125 -1.108801 -1.016880  0.000
22 O 0.958961 -0.331580 -1.758711  0.000
23 H -0.677792 -3.190455 0.210642  0.000
24 H -0.742188 -1.106292 -0.878871  0.000
25 H 2.873907 -2.669851 0.434487  0.000
26 H 0.792422 -3.637864 1.092354  0.000
27 H 0.704757 3.731501 2.574445  -0.001
28 H 3.031394 5.080112 0.334332  0.000
29 C 1.769691 3.732681 2.842641  -0.001
30 C 3.521356 4.431061 1.086957  0.014
31 N 2.581883 3.454864 1.658424  0.033
32 H 1.902457 2.937546 3.583940  0.000
33 C 2.417963 2.274058 1.030873  0.199
34 O 3.147236 1.712378 0.246276  0.222
35 H 4.329950 3.869413 0.597717  0.003
36 H 1.349649 1.800685 1.303649  0.066
37 H 2.054753 4.688159 3.279680  0.000
38 H 3.924961 5.061262 1.885444  0.001
39 O -1.078357 5.154021 -2.585721  0.000
40 C -1.739713 6.360206 -2.954928  0.000
41 C 0.022126 7.597813 -4.349274  0.000
42 C -1.213895 6.943547 -4.249921  0.000
43 H 0.640889 7.765123 -3.460330  0.000
44 C 0.431296 8.115099 -5.589862  0.000
45 H -2.779585 6.027256 -3.073388  0.000
46 C -2.043252 6.836186 -5.367472  0.000
47 H 1.401731 8.622975 -5.650741  0.000
48 C -0.400892 8.014919 -6.707434  0.000
49 C -1.639150 7.376393 -6.592510  0.000
50 H -3.016386 6.346189 -5.228042  0.000
51 H -0.072169 8.405482 -7.672039  0.000
52 H -2.322871 7.293306 -7.445495  0.000
53 Si 0.359461 4.264473 -2.949453  0.000
54 Cl -0.130624 2.070628 1.007385  0.455
55 C 1.908288 5.180687 -2.551776  0.000
56 C 0.354140 4.218678 -4.858436  0.000
57 C 0.117377 2.809914 -1.826761  0.003
58 H 2.119274 5.938593 -3.318481  0.000
59 H 2.743020 4.460074 -2.553147  0.000
60 H 1.882114 5.673363 -1.571995  0.000
61 H 0.513890 3.231897 -0.875774  -0.001
62 H 0.669230 1.894910 -2.086980  0.000
63 H -0.919379 2.522759 -1.582172  0.004
64 H 0.614056 5.224938 -5.217762  0.000
65 H -0.544157 3.930428 -5.425393  0.000
66 H 1.151518 3.533027 -5.157961  0.000
67 N -3.090966 -0.816616 1.737478  0.000
68 C -2.605831 -1.797436 2.165729  0.000
69 C -2.028299 -3.011820 2.658717  0.000
70 C -0.886042 -2.970283 3.469800  0.000
71 C -0.279455 -4.162996 3.870037  0.000
72 C -0.832115 -5.398091 3.524833  0.000
73 C -2.014297 -5.433476 2.781578  0.000
74 C -2.611825 -4.246150 2.331399  0.000
75 H -0.461344 -2.003111 3.767136  0.000
76 H 0.640265 -4.138013 4.447344  0.000
77 H -0.352378 -6.328006 3.837367  0.000
78 H -2.471298 -6.389923 2.541445  0.000
79 H -3.518711 -4.280653 1.725965  0.000

Cartesian forces, eV/Å:
-0.04 -0.26 0.31
0.59 0.74 -0.57
-0.02 -0.06 -0.05
-0.05 0.18 -0.02
0.07 -0.07 -0.04
-0.32 -0.54 -0.15
0.02 0.33 0.28
0.01 -0.25 0.32
-0.30 0.15 -0.23
0.32 -0.13 0.01
-0.10 -0.29 0.18
-0.72 -0.58 -0.40
0.13 -1.14 -0.99
-1.36 0.35 0.19
0.15 0.06 0.16
-0.16 0.14 0.15
0.04 0.02 -0.19
0.13 0.09 0.13
-0.23 -0.03 0.22
-0.05 -0.27 -0.13
0.60 0.87 -0.93
-0.82 -1.07 1.31
0.23 0.03 -0.18
0.36 -0.05 -0.20
0.02 0.03 -0.02
-0.11 0.11 -0.28
0.33 0.30 0.16
0.16 -0.38 0.38
-0.43 -0.09 -0.18
-0.07 -0.10 -0.10
0.15 -0.15 -0.30
0.12 0.20 -0.02
2.39 0.32 -0.21
-0.78 0.54 0.40
-0.23 0.30 0.17
-0.07 -0.47 0.21
0.05 -0.06 -0.12
-0.02 -0.19 -0.12
1.43 0.42 0.51
0.26 -0.15 0.40
-0.11 0.20 -0.61
-0.32 0.03 0.00
-0.25 -0.26 -0.39
-0.04 -0.04 0.56
0.06 0.15 -0.28
0.26 0.26 -0.02
-0.41 -0.20 -0.10
-0.06 -0.30 0.03
-0.22 -0.09 0.05
0.47 0.15 -0.26
-0.12 -0.04 0.27
0.42 0.08 0.23
-2.19 0.72 -1.09
-1.78 -0.76 0.77
0.86 0.29 0.22
0.56 0.20 -0.08
0.93 0.59 0.88
-0.03 -0.18 0.20
-0.13 0.20 0.04
-0.03 -0.08 -0.11
-0.01 -0.19 -0.60
-0.16 0.47 0.11
0.40 0.23 -0.35
0.11 -0.16 0.12
0.17 -0.08 0.43
-0.06 -0.09 -0.14
1.24 -2.51 1.14
-1.37 2.62 -1.15
0.11 -0.59 0.35
0.23 -0.07 0.00
-0.15 0.03 -0.07
-0.25 0.28 -0.12
-0.05 0.40 -0.11
0.35 -0.32 0.20
-0.19 -0.46 -0.25
-0.16 0.09 -0.02
-0.15 0.32 -0.08
0.06 0.17 -0.02
0.29 0.06 0.17

- calculated total energy (a.u.) = -4754.019809
- molecular weight (u) = 653.634
- spin multiplicity = 2
- net charge = -1

[2]
The following is a DFT calculation (the ωB97M-V functional and the def2-TZVPD basis) of C23H33N3O2S2Tc as an isolated structure.

Last column: Löwdin spin population.
Element x y z (Å)
1 Tc 0.879619 0.413923 -0.738589  0.877
2 N 5.060584 0.815720 -1.525131  -0.003
3 C 3.716956 0.907044 -1.591340  -0.006
4 S 2.773360 -0.530229 -1.142552  -0.033
5 N 3.130040 1.996731 -1.955344  0.005
6 N 1.728013 1.777418 -1.997789  -0.009
7 C 1.168941 2.429973 -2.965833  0.027
8 C -0.150135 2.208661 -3.456517  0.004
9 C -0.595074 2.946045 -4.572296  0.007
10 C -1.810931 2.664858 -5.146505  -0.002
11 C -2.601414 1.637208 -4.618536  0.011
12 C -2.182260 0.893531 -3.531634  -0.003
13 C -0.952268 1.185504 -2.961207  0.014
14 O -0.578483 0.443179 -1.882528  0.028
15 H 5.515184 -0.073882 -1.413431  0.000
16 H 5.611354 1.592464 -1.857429  0.000
17 H 1.815285 3.135328 -3.482575  0.000
18 H 0.039650 3.726718 -4.971380  0.000
19 H -2.152157 3.221031 -6.007095  0.000
20 H -3.559591 1.417904 -5.070465  0.001
21 H -2.782579 0.093574 -3.121954  0.000
22 C -0.634572 -0.417730 3.945585  0.002
23 C 0.118756 0.336971 2.892960  0.009
24 C -0.533774 1.260725 2.083244  0.003
25 C 0.156427 1.972839 1.110068  -0.002
26 C -0.525044 3.078888 0.343128  0.000
27 C 1.554662 1.715109 0.935561  0.010
28 C 2.249238 0.864079 1.838876  0.005
29 C 3.743416 0.784686 1.836596  0.001
30 C 1.503050 0.161503 2.765119  -0.002
31 H -0.433734 0.012736 4.929196  0.001
32 H -0.316620 -1.460473 3.984060  0.000
33 H -1.709757 -0.372217 3.783420  0.000
34 H -1.585902 1.463749 2.240130  0.000
35 H -0.555254 3.972406 0.971161  0.000
36 H -1.553017 2.820193 0.092022  0.000
37 H 0.010331 3.344093 -0.566913  0.000
38 H 2.106144 2.443160 0.344588  0.009
39 H 4.111215 0.920956 2.853928  0.000
40 H 4.193834 1.545153 1.203748  0.000
41 H 4.086274 -0.197150 1.503561  0.000
42 H 2.010337 -0.502063 3.456558  0.000
43 C -3.359371 0.010462 0.476802  0.000
44 C -3.565248 -1.488758 0.629302  0.000
45 C -2.315894 -2.265057 1.037296  0.000
46 S -1.049041 -2.190070 -0.220499  0.009
47 O -0.021601 -1.125807 0.309864  0.040
48 C -0.139774 -3.712974 -0.004302  0.000
49 C 0.568797 -3.899164 1.338405  0.000
50 C -0.269324 -4.540696 2.440505  0.000
51 H -4.290732 0.494896 0.189089  0.000
52 H -2.616087 0.246885 -0.287960  0.000
53 H -3.032712 0.458602 1.417430  0.000
54 H -3.947574 -1.914963 -0.300959  0.000
55 H -4.320651 -1.684380 1.391860  0.000
56 H -2.542264 -3.325881 1.154946  0.000
57 H -1.853032 -1.899061 1.955585  0.000
58 H 0.570491 -3.687135 -0.832859  0.000
59 H -0.859230 -4.506829 -0.226899  0.000
60 H 0.972043 -2.936172 1.660967  0.000
61 H 1.433185 -4.533595 1.135368  0.000
62 H -0.994248 -3.853753 2.877580  0.000
63 H 0.372363 -4.883762 3.250659  0.000
64 H -0.810199 -5.413107 2.071354  0.000

Cartesian forces, eV/Å:
-0.29 -0.10 0.17
-0.30 0.03 0.05
0.71 0.36 -0.27
0.34 -0.65 -0.12
-0.51 -0.58 0.28
0.30 0.61 -0.27
0.17 0.12 -0.04
0.12 0.35 -0.15
-0.01 -0.05 0.09
-0.02 -0.08 0.07
-0.05 0.02 -0.03
-0.03 0.14 -0.13
-0.19 -0.35 0.65
0.00 -0.17 -0.60
-0.01 0.01 0.02
0.01 -0.04 -0.04
-0.05 -0.05 -0.11
0.00 0.01 -0.01
-0.01 0.03 0.00
0.01 -0.01 -0.02
-0.01 -0.01 -0.01
0.04 0.03 -0.02
0.16 -0.12 0.19
0.09 0.21 -0.23
-0.13 0.24 0.15
0.06 -0.04 0.06
-0.24 0.68 0.13
-0.07 -0.03 -0.07
0.01 -0.11 -0.03
-0.14 -0.03 0.11
0.02 0.01 0.00
0.01 0.00 0.00
-0.02 0.01 0.01
0.12 0.01 0.00
0.00 -0.01 0.02
-0.01 -0.02 0.00
0.00 0.00 0.01
0.16 -0.05 0.14
0.01 0.02 0.00
0.00 0.02 -0.03
0.00 0.00 0.02
0.00 -0.02 -0.01
-0.02 0.05 0.07
0.02 -0.05 -0.02
-0.14 -0.05 0.14
0.66 0.64 -0.15
-0.60 -0.53 -0.06
-0.01 -0.21 0.11
0.02 -0.06 -0.05
-0.02 0.01 0.03
-0.02 0.00 -0.01
0.05 -0.01 -0.02
-0.12 -0.10 -0.10
-0.04 0.01 0.02
-0.03 0.00 -0.02
-0.02 0.01 0.05
-0.04 -0.02 0.01
0.01 0.01 -0.01
0.04 -0.03 0.01
0.04 0.00 0.00
-0.01 -0.01 0.01
-0.01 -0.01 -0.02
0.02 0.02 0.00
0.00 -0.01 -0.01

- calculated total energy (a.u.) = -2087.604910
- molecular weight (u) = 545.670
- spin multiplicity = 2
- net charge = +2

[3]
The following is a DFT calculation (the ωB97M-V functional and the def2-TZVPD basis) of C44H35AsCeN2O3S4 as an isolated structure in a non-equilibrium geometry.

Last column: Löwdin spin population.
Element x y z (Å)
1 Ce -0.584419 -0.376515 -0.718099  1.012
2 S -2.499571 -1.147404 1.444350  -0.002
3 C -3.423076 0.055756 0.660955  0.000
4 N -3.130831 0.538331 -0.545328  -0.001
5 C -4.192235 1.312347 -1.065446  0.000
6 C -4.241058 1.785342 -2.360874  0.000
7 C -5.328035 2.525113 -2.741863  0.000
8 C -6.396773 2.767521 -1.875860  0.000
9 C -6.366391 2.322222 -0.559207  0.000
10 C -5.270511 1.555979 -0.155249  0.000
11 S -4.894375 0.631561 1.304556  0.000
12 H -3.457287 1.654544 -3.067091  0.000
13 H -5.451024 2.921612 -3.728135  0.000
14 H -7.308523 3.289098 -2.218405  0.000
15 H -7.182867 2.573662 0.107019  0.000
16 S 0.398811 2.110336 0.333417  -0.003
17 C -0.483924 1.856274 1.909375  0.000
18 C -1.750202 2.450004 2.100110  0.001
19 C -2.508539 2.242515 3.239807  0.000
20 C -1.968297 1.473829 4.255357  0.001
21 C -0.688480 0.916018 4.115969  0.000
22 C 0.044080 1.098005 2.942535  0.001
23 As 1.700443 0.141468 2.607703  0.000
24 C 2.860767 1.599826 3.243202  0.000
25 C 4.049936 1.785527 2.581278  0.000
26 C 5.018081 2.685222 3.011464  0.000
27 C 4.728742 3.489490 4.119853  0.000
28 C 3.511662 3.350105 4.769938  0.000
29 C 2.602798 2.388767 4.348710  0.000
30 C 1.750736 -0.904111 4.280652  0.000
31 C 2.626740 -0.790247 5.323887  0.000
32 C 2.442440 -1.553450 6.491707  0.000
33 C 1.371819 -2.409646 6.607287  0.000
34 C 0.526338 -2.609183 5.506164  0.000
35 C 0.742142 -1.835597 4.358689  0.000
36 H -2.191316 3.024267 1.306162  0.000
37 H -3.471932 2.733677 3.357771  0.000
38 H -2.580583 1.258397 5.170797  0.000
39 H -0.399195 0.202803 4.860924  0.000
40 H 4.226552 1.233145 1.669842  0.000
41 H 5.957365 2.788211 2.479884  0.000
42 H 5.470910 4.234505 4.455332  0.000
43 H 3.335865 3.910928 5.709131  0.000
44 H 1.696318 2.187116 4.915177  0.000
45 H 3.413988 -0.073199 5.327629  0.000
46 H 3.228646 -1.474322 7.257150  0.000
47 H 1.132143 -2.911456 7.535427  0.000
48 H -0.244198 -3.353355 5.520375  0.000
49 H 0.010501 -1.855976 3.519358  0.000
50 N 1.888825 -0.770205 -1.672112  -0.001
51 C 2.914651 -1.193524 -0.739933  0.000
52 C 4.124479 -0.503083 -0.676471  0.000
53 C 5.065497 -0.804747 0.274558  0.000
54 C 4.822413 -1.804314 1.189403  0.000
55 C 3.696710 -2.633806 1.019354  0.000
56 C 2.704066 -2.322406 0.087355  0.000
57 C 1.527662 -3.194284 -0.204605  0.000
58 C 1.795483 -4.528520 -0.460764  0.000
59 C 0.798263 -5.452634 -0.713965  0.000
60 C -0.495447 -5.005933 -0.676141  0.000
61 C -0.793218 -3.660355 -0.539366  0.000
62 C 0.173773 -2.708143 -0.261432  -0.005
63 H 2.194962 0.041182 -2.171858  0.000
64 H 1.636621 -1.498885 -2.335671  0.000
65 H 4.231476 0.387657 -1.298679  0.000
66 H 5.978766 -0.200932 0.271786  0.000
67 H 5.626209 -2.139654 1.867092  0.000
68 H 3.577035 -3.541806 1.624594  0.000
69 H 2.835128 -4.777843 -0.429898  0.000
70 H 1.106363 -6.475022 -0.806230  0.000
71 H -1.300024 -5.765990 -0.776552  0.000
72 H -1.890137 -3.464097 -0.493963  0.000
73 C -2.666249 2.000905 -8.932836  0.000
74 C -2.101561 1.261284 -7.697053  0.000
75 C -1.927759 -0.149885 -7.685576  0.000
76 C -1.426064 -0.833867 -6.560278  0.000
77 C -1.143724 -0.159427 -5.359155  0.000
78 C -1.200511 1.194881 -5.424279  0.000
79 C -1.664520 1.920381 -6.565857  0.000
80 S -0.667255 -0.859151 -3.749494  0.000
81 O 0.292121 -1.908298 -3.918796  0.000
82 O -1.872441 -1.285172 -3.045200  -0.001
83 O -0.154931 0.382927 -3.074713  0.000
84 H -1.927304 2.067847 -9.750056  0.000
85 H -2.957293 3.047392 -8.648413  0.000
86 H -3.510783 1.403315 -9.232682  0.000
87 H -2.182966 -0.762928 -8.534512  0.000
88 H -1.269019 -1.919359 -6.604259  0.000
89 H -0.958294 1.784164 -4.532001  0.000
90 H -1.715212 3.033267 -6.474761  0.000

Cartesian forces, eV/Å:
-0.76 0.49 0.52
0.14 0.17 0.07
0.66 -0.10 -1.33
-0.80 -0.01 0.13
0.56 -0.57 1.38
-0.11 0.62 0.02
-1.35 0.26 0.17
-0.50 0.23 0.31
0.26 -0.28 0.04
1.08 -0.55 -0.53
-1.41 0.79 0.27
0.71 -0.42 -0.23
0.34 0.02 -0.57
0.75 -0.16 0.12
0.03 -0.22 0.06
-0.38 -0.28 0.79
-0.41 0.81 -0.95
0.14 -0.24 -0.20
0.57 0.37 0.16
-0.17 -0.50 1.08
-1.38 0.26 -0.43
-0.19 -0.64 0.67
0.49 0.44 0.32
-0.04 -0.19 -0.19
0.86 0.07 -0.76
-0.51 0.51 0.48
0.76 0.21 -0.39
0.09 0.07 0.98
-0.42 -0.15 0.49
-0.23 0.47 -0.83
-0.01 -0.51 1.20
0.98 0.53 -0.27
-0.66 -0.48 -0.35
0.89 0.87 -0.37
-1.52 -0.95 -0.15
0.09 0.22 -0.36
0.09 -0.24 -0.13
0.76 0.21 -0.90
0.43 0.05 0.34
0.10 -0.21 0.00
-0.07 0.00 0.01
-0.49 -0.46 -0.10
-0.06 -0.25 -0.80
0.03 0.29 -0.02
0.58 0.39 -0.22
-0.70 0.03 -0.07
0.31 -0.19 0.04
-0.44 -0.09 0.13
0.55 -0.42 0.61
0.74 -0.67 1.24
-0.13 -0.17 -0.11
-1.36 0.68 -0.34
0.61 0.65 0.23
0.53 -1.74 -0.12
-0.08 0.25 0.18
0.08 0.48 -0.80
-1.22 0.10 0.10
0.35 0.60 0.19
0.75 0.39 0.57
-1.02 -1.51 -0.58
-1.13 -0.43 0.73
1.35 0.40 0.01
0.05 0.40 -0.39
0.05 -0.08 -0.07
0.19 -0.32 -0.06
-0.22 -0.34 0.29
-0.62 0.42 -0.15
0.02 0.50 -0.13
0.50 -0.64 -0.11
-0.30 -0.50 -0.23
0.42 0.72 -0.02
0.90 0.43 -0.22
0.76 0.24 1.34
0.55 -0.37 -0.49
0.37 0.03 1.08
-0.36 -0.39 -0.16
0.22 -0.67 -0.64
-0.70 2.62 -0.03
0.17 0.22 1.13
-0.85 1.64 -0.83
0.72 -0.25 -0.42
0.01 0.04 0.16
0.06 -1.13 -0.09
-0.31 -0.16 0.34
0.07 -1.05 -0.32
-0.49 0.20 -0.52
-0.07 0.08 -0.31
-0.23 0.45 -0.06
-0.01 -0.30 -0.47
0.03 -1.08 -0.20

- calculated total energy (a.u.) = -6336.777590
- molecular weight (u) = 983.081
- spin multiplicity = 2
- net charge = -1

Look up the spin multiplicity of the second one.
2

Which value of molecular weight does entry 1 give?
653.634 u